[1]
The following is a quantum chemistry calculation of a gas-phase ion, C3H7N4 (charge +1) in a non-equilibrium geometry, from the OMol25 dataset.

XYZ file:
```
14
Properties=species:S:1:pos:R:3:forces:R:3
C -1.3582 1.1467 0.0076 -0.9 -0.7 -1.3
C 1.9736 -0.6212 0.1119 1.6 -0.7 1.6
C 0.6655 -1.1076 -0.1235 -3.4 0.9 3.1
N 2.0236 0.8497 -0.1239 3.8 -1.7 -1.3
N 1.0077 1.4192 -0.2074 -3.3 4.0 0.6
N -0.1486 0.7353 0.0120 2.2 -4.5 0.2
N -2.3944 0.3251 0.0299 2.9 -3.6 1.9
H -1.6308 2.1379 -0.2242 0.2 1.4 0.0
H 2.1933 -0.6468 1.1703 0.3 -0.3 0.5
H 2.7676 -1.2744 -0.3612 -0.7 1.5 -0.1
H 0.3661 -1.1895 -1.0893 -0.8 -0.8 -2.8
H 0.0895 -1.7470 0.6233 1.0 1.0 -1.0
H -3.2548 0.6877 -0.1811 -2.6 0.8 -0.3
H -2.3002 -0.7151 0.3556 -0.4 2.9 -1.1
```
Positions in Å, forces in eV/Å.

Calculated values
- total charge = +1
- spin multiplicity = 1
- LUMO level (eV) = -4.48
- largest force on an atom (hartree/bohr) = 0.102
- HOMO (eV) = -14.20
- energy above the lowest of the compared OMol25 structures with the same formula, charge and spin (kJ/mol) = 406.4

Charges obtained by Mulliken population analysis, quoted in units of e: number 1, C, carries 0.20; number 2, C, carries -0.39; number 3, C, carries -0.35; number 4, N, carries -0.21; number 5, N, carries -0.32; number 6, N, carries 0.17; number 7, N, carries -0.30; number 8, H, carries 0.40; number 9, H, carries 0.29; number 10, H, carries 0.33; number 11, H, carries 0.40; number 12, H, carries 0.29; number 13, H, carries 0.22; number 14, H, carries 0.26

***

[2]
The following is a quantum chemistry calculation of a gas-phase ion, C3H7N4 (charge +1) in a non-equilibrium geometry, from the OMol25 dataset.

XYZ file:
```
14
Properties=species:S:1:pos:R:3:forces:R:3
N -1.5989 0.1123 -0.5278 0.1 0.0 0.0
C -0.2641 -0.4993 -0.4452 3.2 -0.2 1.2
C 0.7860 0.0360 0.2927 -0.3 0.5 0.1
C 2.4480 -0.2258 0.8354 -3.2 -1.3 -2.0
N 2.6689 0.9354 1.5670 1.0 0.3 0.5
N 1.7252 1.6986 1.6186 0.1 1.3 0.7
N 0.6408 1.2403 0.9380 -0.8 -0.7 -0.6
H -2.3033 -0.5552 -0.1773 0.1 0.4 -0.1
H -1.8342 0.3411 -1.5066 0.0 0.0 0.4
H -1.6541 0.9708 0.0326 -0.3 -0.3 -0.2
H -0.1634 -1.4318 -0.9700 -0.2 -0.1 -0.1
H 3.1027 -0.3320 -0.0250 0.1 0.1 0.0
H 2.4728 -1.1233 1.4497 0.0 0.0 0.0
H -0.1169 1.9013 0.8804 0.2 0.0 0.1
```
Positions in Å, forces in eV/Å.

Calculated values
- total charge = +1
- spin multiplicity = 1
- LUMO level (eV) = -4.04
- structure (SMILES) = [NH3+]/C=C1/CN=NN1
- largest force on an atom (hartree/bohr) = 0.077
- HOMO (eV) = -13.30
- energy above the lowest of the compared OMol25 structures with the same formula, charge and spin (kJ/mol) = 351.9

Charges obtained by Mulliken population analysis, quoted in units of e: number 1, N, carries -0.22; number 2, C, carries -0.78; number 3, C, carries 0.39; number 4, C, carries -0.24; number 5, N, carries -0.13; number 6, N, carries -0.52; number 7, N, carries 0.25; number 8, H, carries 0.38; number 9, H, carries 0.37; number 10, H, carries 0.31; number 11, H, carries 0.41; number 12, H, carries 0.30; number 13, H, carries 0.30; number 14, H, carries 0.19

***

[3]
The following is a quantum chemistry calculation of a gas-phase ion, C3H7N4O (charge +1) in a non-equilibrium geometry, from the OMol25 dataset.

XYZ file:
```
15
Properties=species:S:1:pos:R:3:forces:R:3
C 0.4907 -1.0065 -1.0326 -0.8 -1.6 -0.1
C -1.7577 0.8063 -0.7445 0.9 -0.5 -0.6
C 0.2385 0.5400 0.6475 -1.9 2.2 0.8
N 0.9730 -0.5541 0.0391 0.2 0.5 -1.5
N -0.6080 1.3290 -0.2588 2.1 1.0 1.1
N -2.3018 -0.2079 -0.2361 0.4 -0.8 1.3
N 2.2063 -0.6376 0.6769 0.4 -0.7 0.0
O -2.8010 -1.2620 -0.0733 -0.3 -0.1 -0.4
H 0.8044 -1.9054 -1.5879 0.5 0.6 0.3
H -2.2602 1.1236 -1.6269 -0.2 1.1 -0.7
H -0.4529 0.0789 1.3666 0.4 0.1 0.2
H 0.9833 1.1985 1.1583 -1.0 -0.2 -0.6
H -0.2315 2.2689 -0.4994 -1.0 -1.2 -0.1
H 2.6413 -1.5720 0.5725 -0.5 0.9 0.6
H 2.0757 -0.1996 1.5986 0.8 -1.2 -0.3
```
Positions in Å, forces in eV/Å.

Calculated values
- total charge = +1
- spin multiplicity = 1
- LUMO level (alpha / beta) (eV) = -6.91 / -5.15
- largest force on an atom (hartree/bohr) = 0.058
- HOMO (alpha / beta) (eV) = -12.28 / -13.61
- energy above the lowest of the compared OMol25 structures with the same formula, charge and spin (kJ/mol) = 822.0

Charges obtained by Mulliken population analysis, quoted in units of e: number 1, C, carries -0.22; number 2, C, carries -0.02; number 3, C, carries -0.80; number 4, N, carries 0.49; number 5, N, carries -0.15; number 6, N, carries 0.38; number 7, N, carries -0.64; number 8, O, carries -0.36; number 9, H, carries 0.28; number 10, H, carries 0.40; number 11, H, carries 0.38; number 12, H, carries 0.42; number 13, H, carries 0.28; number 14, H, carries 0.28; number 15, H, carries 0.28

***

[4]
The following is a quantum chemistry calculation of a molecular structure, C3H7N4O3 in a non-equilibrium geometry, from the OMol25 dataset.

XYZ file:
```
17
Properties=species:S:1:pos:R:3:forces:R:3
C 1.9826 -0.3298 -0.1853 1.0 2.1 1.8
C 0.2394 1.2829 -1.1259 -1.4 1.6 -2.2
C -0.3905 -0.7647 -0.1906 0.9 -0.5 -0.9
N -2.6832 0.0818 1.3137 -0.1 -0.4 -0.7
N -1.4233 0.0339 1.2125 0.1 -0.6 -2.9
N -0.7399 -1.9184 -0.4810 1.4 1.6 0.9
N 0.6452 0.1127 -0.4806 -2.8 -3.6 2.3
O -3.4622 -0.3532 0.5010 1.3 0.6 1.4
O -0.5451 0.3364 2.1247 1.0 1.4 2.4
O -0.9816 -3.0794 -0.3966 -0.6 0.4 -0.1
H 2.6182 0.5870 0.0215 -0.7 -1.0 -0.2
H 2.0271 -0.9526 0.7185 -0.2 0.1 -0.4
H 2.3877 -0.8163 -1.0068 0.9 -1.1 -1.5
H 0.4555 1.1716 -2.2446 -0.3 0.6 1.3
H -0.9007 1.2584 -1.0038 1.6 0.9 -0.4
H 0.7038 2.2169 -0.7170 -0.4 -0.8 -0.4
H 0.0669 1.1328 1.9402 -1.8 -1.3 -0.4
```
Positions in Å, forces in eV/Å.

Calculated values
- total charge = +1
- spin multiplicity = 1
- LUMO level (alpha / beta) (eV) = -7.38 / -6.48
- largest force on an atom (hartree/bohr) = 0.100
- HOMO (alpha / beta) (eV) = -13.94 / -14.00
- energy above the lowest of the compared OMol25 structures with the same formula, charge and spin (kJ/mol) = 978.7

Charges obtained by Mulliken population analysis, quoted in units of e: number 1, C, carries -0.88; number 2, C, carries -0.76; number 3, C, carries 0.19; number 4, N, carries 0.10; number 5, N, carries 0.52; number 6, N, carries 0.47; number 7, N, carries 0.05; number 8, O, carries -0.24; number 9, O, carries -0.42; number 10, O, carries -0.39; number 11, H, carries 0.31; number 12, H, carries 0.33; number 13, H, carries 0.39; number 14, H, carries 0.33; number 15, H, carries 0.26; number 16, H, carries 0.34; number 17, H, carries 0.40

***

[5]
The following is a quantum chemistry calculation of a gas-phase ion, C3H7N4S (charge +1) in a non-equilibrium geometry, from the OMol25 dataset.

XYZ file:
```
15
Properties=species:S:1:pos:R:3:forces:R:3
C -1.5933 -1.2830 0.7602 -1.4 1.2 3.5
N -1.0398 -0.0610 0.0483 1.7 -3.0 2.7
C -1.6558 0.9595 -0.2223 -2.9 4.4 0.0
N -2.2248 2.0116 -0.2217 1.3 -1.1 -0.1
N 0.1874 -0.3097 -0.5048 1.7 -1.2 -1.7
C 1.3928 0.0963 -0.2060 -0.4 -1.4 -1.6
N 2.3879 -0.5255 -0.9626 -0.9 0.6 1.0
S 1.8536 1.3026 0.9467 -1.7 0.4 0.6
H -1.5751 -2.0531 0.0179 -0.2 -0.6 0.0
H -1.0292 -1.5377 1.7730 -0.3 0.7 -2.7
H -2.6334 -1.0461 1.2688 1.7 -0.4 -1.9
H -2.6775 2.6455 -0.8685 -0.2 -0.5 -0.1
H 2.2203 -1.4058 -1.4949 0.0 1.4 0.7
H 3.2971 -0.0784 -0.9318 -0.2 -0.7 -0.3
H 3.0899 1.2849 0.5978 1.6 0.1 -0.2
```
Positions in Å, forces in eV/Å.

Calculated values
- total charge = +1
- spin multiplicity = 1
- LUMO level (eV) = -3.95
- structure (SMILES) = CN(C#[NH+])/N=C(/N)S
- largest force on an atom (hartree/bohr) = 0.102
- HOMO (eV) = -13.62
- energy above the lowest of the compared OMol25 structures with the same formula, charge and spin (kJ/mol) = 237.8

Charges obtained by Mulliken population analysis, quoted in units of e: number 1, C, carries -0.79; number 2, N, carries 0.36; number 3, C, carries 0.42; number 4, N, carries -0.23; number 5, N, carries -0.78; number 6, C, carries 0.73; number 7, N, carries -0.42; number 8, S, carries -0.14; number 9, H, carries 0.34; number 10, H, carries 0.29; number 11, H, carries 0.36; number 12, H, carries 0.34; number 13, H, carries 0.25; number 14, H, carries 0.16; number 15, H, carries 0.12

***

[6]
The following is a quantum chemistry calculation of C3H7N5 in the gas phase in a non-equilibrium geometry, from the OMol25 dataset.

XYZ file:
```
15
Properties=species:S:1:pos:R:3:forces:R:3
H 2.0725 0.9851 -0.0271 0.5 -0.8 0.6
N 2.5720 0.2564 0.5357 -0.5 0.1 0.4
C 1.7588 -0.5580 1.0556 -2.7 1.1 -2.2
C 0.0192 -0.5132 0.6476 4.3 -1.5 3.0
C -0.6842 -1.3319 1.4286 -1.0 0.3 -0.2
N -0.3382 0.4882 -0.1678 -1.8 1.3 -2.9
N 0.4118 0.7331 -1.3357 -0.5 0.3 0.6
N -1.9831 0.4888 -0.5419 1.0 0.5 -1.2
N -2.1307 1.1092 -1.5883 0.8 -0.9 1.1
H -3.1119 1.1623 -1.9316 0.4 -0.2 1.0
H 2.0967 -1.4188 1.6507 -0.4 0.3 -0.1
H -1.7553 -1.4428 1.3022 0.0 0.1 0.0
H -0.2846 -1.7490 2.3452 0.4 -0.3 -0.5
H 0.1788 1.6536 -1.7015 0.7 -0.7 0.0
H 1.1784 0.1369 -1.6718 -1.2 0.4 0.3
```
Positions in Å, forces in eV/Å.

Calculated values
- spin multiplicity = 1
- LUMO level (eV) = 0.60
- structure (SMILES) = [H]/N=C\C(=C)N(N)/N=N/[H]
- largest force on an atom (hartree/bohr) = 0.107
- HOMO (eV) = -7.90
- energy above the lowest of the compared OMol25 structures with the same formula, charge and spin (kJ/mol) = 555.7

Charges obtained by Mulliken population analysis, quoted in units of e: number 1, H, carries 0.43; number 2, N, carries -0.74; number 3, C, carries -0.14; number 4, C, carries 0.50; number 5, C, carries -0.86; number 6, N, carries 0.20; number 7, N, carries -0.60; number 8, N, carries 0.07; number 9, N, carries -0.50; number 10, H, carries 0.27; number 11, H, carries 0.35; number 12, H, carries 0.32; number 13, H, carries 0.23; number 14, H, carries 0.22; number 15, H, carries 0.27

***

[7]
The following is a quantum chemistry calculation of C3H7N5O in the gas phase in a non-equilibrium geometry, from the OMol25 dataset.

XYZ file:
```
16
Properties=species:S:1:pos:R:3:forces:R:3
H -0.2158 -1.7083 1.7935 -0.5 0.0 -0.7
N 0.3725 -0.9244 2.0849 1.0 -2.4 0.7
N -0.0945 0.1880 1.9691 0.9 2.7 0.6
N -1.2384 0.4787 1.4366 -1.7 3.1 -1.0
N -1.9283 -0.2258 0.4824 -1.2 -4.3 0.9
C -1.1469 -0.7329 -0.6566 -0.3 1.5 -0.6
C 0.0379 -0.2758 -0.9064 1.2 0.7 -0.1
C 1.1959 0.3411 -0.6146 -0.7 -0.8 -0.8
N 1.6330 1.5489 -1.1460 -0.6 -0.2 -0.8
O 2.1679 -0.2917 0.0315 0.6 -1.6 3.0
H -1.4208 1.5058 1.2699 0.9 -1.7 0.7
H -2.2618 -1.1017 1.0041 -0.1 1.5 -1.2
H -1.7355 -1.1802 -1.4694 -0.1 -0.3 0.9
H 1.3608 1.6556 -2.1570 0.9 0.2 1.8
H 2.5817 1.7498 -0.8092 -0.6 0.0 -0.9
H 1.8541 -0.8303 0.8919 0.3 1.7 -2.4
```
Positions in Å, forces in eV/Å.

Calculated values
- spin multiplicity = 1
- LUMO level (eV) = 0.86
- structure (SMILES) = [H]/N=N\NNC=C=C(N)O
- largest force on an atom (hartree/bohr) = 0.088
- HOMO (eV) = -8.11
- energy above the lowest of the compared OMol25 structures with the same formula, charge and spin (kJ/mol) = 513.7

Charges obtained by Mulliken population analysis, quoted in units of e: number 1, H, carries 0.21; number 2, N, carries -0.55; number 3, N, carries 0.00; number 4, N, carries 0.13; number 5, N, carries -0.47; number 6, C, carries -0.38; number 7, C, carries -0.13; number 8, C, carries 0.27; number 9, N, carries -0.53; number 10, O, carries -0.56; number 11, H, carries 0.31; number 12, H, carries 0.29; number 13, H, carries 0.38; number 14, H, carries 0.28; number 15, H, carries 0.25; number 16, H, carries 0.49

***

[8]
The following is a quantum chemistry calculation of C3H7N5O in the gas phase in a non-equilibrium geometry, from the OMol25 dataset.

XYZ file:
```
16
Properties=species:S:1:pos:R:3:forces:R:3
H -0.4878 -2.1953 2.3827 -0.1 -0.2 0.3
N -0.0129 -1.3792 2.7509 0.3 0.4 -1.1
C 0.1141 -0.5458 1.7766 -0.2 -0.4 1.2
N 0.8046 0.6227 1.9233 0.3 0.3 -0.7
N -0.5659 -0.7097 0.5445 0.1 0.6 -0.6
O -1.3948 -1.8321 0.4466 -0.1 0.6 0.3
C -0.3514 -0.0621 -0.6581 -0.2 -0.9 -0.1
N 0.5330 0.8502 -0.8489 -0.4 -0.1 -0.7
C 0.6529 1.2881 -2.2171 -0.4 -0.9 1.3
N -0.3293 1.2905 -3.0086 0.3 0.1 -0.1
H 0.0038 1.5488 -3.9303 -0.1 0.2 -0.2
H 1.4832 0.5723 2.6738 -0.2 0.1 -0.2
H 1.0496 1.1513 1.0719 -0.1 -0.5 0.7
H -2.1810 -1.6090 0.9862 0.4 -0.1 -0.3
H -1.0047 -0.5231 -1.4394 0.6 0.6 0.4
H 1.6867 1.5323 -2.4541 0.0 0.2 -0.1
```
Positions in Å, forces in eV/Å.

Calculated values
- spin multiplicity = 1
- LUMO level (eV) = 0.61
- structure (SMILES) = [H]/N=C(/N)N(O)/C=N/C=N/[H]
- largest force on an atom (hartree/bohr) = 0.032
- HOMO (eV) = -9.04
- energy above the lowest of the compared OMol25 structures with the same formula, charge and spin (kJ/mol) = 209.5

Charges obtained by Mulliken population analysis, quoted in units of e: number 1, H, carries 0.28; number 2, N, carries -0.76; number 3, C, carries 0.37; number 4, N, carries -0.43; number 5, N, carries 0.19; number 6, O, carries -0.49; number 7, C, carries -0.01; number 8, N, carries -0.53; number 9, C, carries 0.00; number 10, N, carries -0.59; number 11, H, carries 0.24; number 12, H, carries 0.28; number 13, H, carries 0.34; number 14, H, carries 0.36; number 15, H, carries 0.39; number 16, H, carries 0.38

***

[9]
The following is a quantum chemistry calculation of a molecular structure, C3H7NO, from the OMol25 dataset.

XYZ file:
```
12
Properties=species:S:1:pos:R:3:forces:R:3
C 0.8419 0.0620 1.7924 0.0 0.0 0.1
N 0.5927 -0.4773 0.6250 0.1 -0.1 0.0
C -0.1082 0.1550 -0.3951 -0.2 -0.2 0.1
O -0.6436 1.3873 0.0280 -0.1 -0.1 0.1
C -0.9862 -0.7475 -1.2187 0.0 0.0 -0.1
H 0.3193 1.2254 -0.7577 0.2 0.2 -0.2
H 1.4667 -0.4720 2.4955 -0.1 0.0 -0.1
H 0.4269 1.0424 1.9751 0.1 -0.1 0.0
H 0.9554 -1.4039 0.4265 -0.1 0.1 0.0
H -1.2887 -0.2342 -2.1345 0.1 -0.1 0.2
H -1.8979 -1.0007 -0.6593 0.1 0.0 0.0
H -0.4759 -1.6766 -1.5026 0.0 0.1 0.1
```
Positions in Å, forces in eV/Å.

Calculated values
- spin multiplicity = 1
- LUMO level (alpha / beta) (eV) = 0.35 / 0.56
- largest force on an atom (hartree/bohr) = 0.007
- HOMO (alpha / beta) (eV) = -6.91 / -7.24
- energy above the lowest of the compared OMol25 structures with the same formula, charge and spin (kJ/mol) = 468.4

Charges obtained by Mulliken population analysis, quoted in units of e: number 1, C, carries -0.48; number 2, N, carries -0.10; number 3, C, carries 0.21; number 4, O, carries -0.64; number 5, C, carries -1.14; number 6, H, carries 0.46; number 7, H, carries 0.25; number 8, H, carries 0.29; number 9, H, carries 0.24; number 10, H, carries 0.25; number 11, H, carries 0.27; number 12, H, carries 0.39